1.
# C4H15NO2

3 unconnected molecules or ions with the total composition C4H15NO2 (ωB97M-V with the def2-TZVPD basis set, the OMol25 dataset).

```
! RIJCOSX wB97M-V def2-TZVPD def2/J DEFGRID3
* xyz 0 1
C 0.778 -2.240 0.616
C -0.309 -1.210 0.878
N -0.090 0.168 0.383
C -1.025 1.209 0.832
C -0.693 2.523 0.113
H 1.781 -1.894 0.863
H 0.576 -3.062 1.306
H 0.713 -2.605 -0.406
H -0.375 -1.118 1.977
H -1.295 -1.592 0.631
H 0.831 0.400 0.727
H -1.011 1.321 1.920
H -2.008 0.850 0.507
H -0.761 2.388 -0.962
H 0.294 2.781 0.501
H -1.382 3.303 0.429
O 2.510 -0.115 -1.234
H 3.400 -0.288 -1.540
H 2.051 0.339 -1.943
O -1.315 -0.770 -1.965
H -0.914 -0.311 -1.190
H -1.756 -0.077 -2.442
*
```

Values from the calculation:
frontier orbital gap: 0.359 Ha
SMILES string: CCNCC.O.O
LUMO energy: 0.78 eV
energy: -366.6154 Eh
energy relative to the best compared isomer or geometry (same formula, charge and spin): 22.5 kcal/mol
F_max: 2.276 eV/A


2.
# C16H40ClInO6P

A molecular structure, C16H40ClInO6P (ωB97M-V with the def2-TZVPD basis set, the OMol25 dataset).

```
! RIJCOSX wB97M-V def2-TZVPD def2/J DEFGRID3
* xyz -1 1
C -4.157 1.211 -3.768
O -3.940 2.537 -3.326
C -2.736 3.101 -3.794
C -1.496 2.460 -3.197
C -1.391 2.643 -1.676
C -1.846 1.395 -0.918
C -1.522 1.448 0.573
C -2.435 0.620 1.503
C -3.223 -0.526 0.868
In -1.997 -2.038 -0.202
P -2.756 -4.411 0.427
O -3.477 -5.009 -0.967
Cl -0.920 -5.472 0.300
H -3.838 1.091 -4.808
H -3.621 0.480 -3.158
H -5.223 1.015 -3.684
H -2.701 3.068 -4.891
H -2.769 4.155 -3.510
H -1.516 1.391 -3.421
H -0.623 2.867 -3.711
H -2.012 3.489 -1.375
H -0.352 2.844 -1.408
H -2.911 1.258 -1.097
H -1.315 0.551 -1.361
H -0.484 1.129 0.692
H -1.547 2.494 0.892
H -3.107 1.314 2.023
H -1.797 0.197 2.284
H -3.818 -0.992 1.659
H -3.957 -0.131 0.160
H -2.207 -1.802 -1.965
H -0.288 -1.829 0.236
H -2.810 -5.387 -1.540
C 4.450 -6.501 -2.635
O 4.552 -7.479 -1.617
C 5.366 -7.084 -0.528
C 4.557 -6.553 0.637
O 3.886 -5.354 0.315
C 2.505 -5.530 0.009
H 3.634 -6.798 -3.291
H 4.231 -5.514 -2.224
H 5.377 -6.451 -3.220
H 6.089 -6.325 -0.847
H 5.924 -7.967 -0.201
H 5.243 -6.335 1.463
H 3.847 -7.314 0.977
H 1.929 -5.719 0.918
H 2.354 -6.354 -0.691
H 2.146 -4.608 -0.439
C 0.695 3.482 3.702
O 0.198 4.289 2.651
C -0.601 5.372 3.083
C 0.159 6.679 3.068
O 1.229 6.692 4.000
C 2.487 6.411 3.417
H 1.467 2.842 3.280
H 1.128 4.086 4.504
H -0.098 2.849 4.112
H -1.000 5.181 4.085
H -1.448 5.451 2.393
H -0.524 7.489 3.343
H 0.532 6.878 2.058
H 2.847 7.269 2.837
H 2.444 5.533 2.769
H 3.186 6.219 4.230
*
```

Values from the calculation:
frontier orbital gap: 0.232 Ha
LUMO energy: 2.49 eV
energy: -2076.6466 Eh
F_max: 0.614 eV/A


3.
# C45H54GeInN9O4Te

A molecular structure, C45H54GeInN9O4Te (ωB97M-V with the def2-TZVPD basis set, the OMol25 dataset).

```
! RIJCOSX wB97M-V def2-TZVPD def2/J DEFGRID3
* xyz -1 2
In -0.140 -0.146 1.264
C -1.518 4.242 -1.861
C -1.596 2.890 -1.860
N -0.453 2.114 -1.806
C 0.756 2.786 -1.667
C 0.740 4.166 -1.697
N -0.343 4.940 -1.819
C 2.017 2.083 -1.361
C 3.164 2.502 -2.040
C 4.389 1.961 -1.699
C 4.415 0.985 -0.713
C 3.225 0.567 -0.127
N 2.047 1.121 -0.428
C 3.274 -0.522 0.898
C 4.409 -1.319 1.060
N 4.501 -2.255 1.993
C 3.441 -2.422 2.777
C 2.286 -1.678 2.606
N 2.217 -0.740 1.670
C 5.634 2.399 -2.371
C 5.862 3.738 -2.669
C 7.046 4.095 -3.295
N 7.994 3.227 -3.639
C 7.768 1.947 -3.353
C 6.621 1.487 -2.727
H -2.432 4.821 -1.885
H -2.531 2.346 -1.881
H 1.686 4.681 -1.561
H 3.080 3.223 -2.841
H 5.363 0.579 -0.394
H 5.266 -1.217 0.408
H 3.506 -3.177 3.551
H 1.395 -1.830 3.206
H 5.137 4.495 -2.401
H 7.243 5.136 -3.528
H 8.545 1.248 -3.644
H 6.490 0.429 -2.539
N -0.572 2.193 1.301
N -0.150 2.748 2.526
C 0.189 1.840 3.571
O 0.256 2.310 4.698
O 0.429 0.646 3.198
H -0.258 2.792 0.550
H -1.581 2.073 1.256
H -0.713 3.513 2.869
C -0.725 -2.647 -0.665
C 0.358 -1.622 -0.400
O 1.414 -1.710 -1.006
H -0.425 -3.339 -1.455
H -1.661 -2.142 -0.920
H -0.926 -3.177 0.270
C -0.817 -1.424 -4.510
Ge -0.923 0.496 -4.167
C 0.460 1.490 -5.135
C -2.694 1.183 -4.631
C -0.534 0.724 -2.242
H -0.843 -1.630 -5.580
H -1.661 -1.931 -4.040
H 0.102 -1.836 -4.091
H 0.340 1.377 -6.213
H 1.453 1.134 -4.858
H 0.394 2.552 -4.892
H -2.939 0.903 -5.657
H -2.722 2.271 -4.557
H -3.465 0.773 -3.976
H 0.409 0.235 -2.023
H -1.303 0.226 -1.647
C -3.431 -2.114 2.579
C -2.214 -1.340 2.117
O -1.056 -1.834 2.477
N -2.302 -0.277 1.376
Te -3.972 -0.139 -0.536
C -5.408 0.264 0.975
C -5.245 1.346 1.844
C -4.145 2.368 1.727
C -6.150 1.518 2.893
C -7.214 0.659 3.094
C -8.175 0.852 4.235
C -7.367 -0.403 2.210
C -6.483 -0.622 1.163
C -6.703 -1.823 0.285
C -5.444 0.059 -2.175
C -5.671 -1.011 -3.056
C -5.131 -2.406 -2.838
C -6.439 -0.824 -4.207
C -7.000 0.400 -4.524
C -7.811 0.594 -5.776
C -6.775 1.456 -3.650
C -6.008 1.308 -2.500
C -5.786 2.548 -1.669
H -3.183 -2.729 3.442
H -3.761 -2.771 1.768
H -4.255 -1.442 2.817
H -3.581 2.238 0.805
H -3.456 2.276 2.569
H -4.566 3.377 1.739
H -6.006 2.356 3.569
H -7.922 1.739 4.817
H -8.162 -0.007 4.909
H -9.199 0.966 3.873
H -8.190 -1.097 2.352
H -7.490 -2.456 0.697
H -5.789 -2.412 0.196
H -6.991 -1.526 -0.725
H -4.492 -2.475 -1.963
H -4.556 -2.734 -3.708
H -5.954 -3.114 -2.711
H -6.599 -1.669 -4.872
H -8.017 -0.360 -6.262
H -7.283 1.226 -6.493
H -8.766 1.076 -5.558
H -7.202 2.430 -3.873
H -6.706 3.132 -1.600
H -5.029 3.187 -2.135
H -5.456 2.320 -0.661
*
```

Values from the calculation:
frontier orbital gap (spin up / spin down): 0.212 / 0.220 Ha
LUMO energy (spin up / spin down): 1.43 / 1.43 eV
energy: -5076.0770 Eh
⟨S²⟩: 0.768
energy relative to the best compared isomer or geometry (same formula, charge and spin): 21.1 kcal/mol
F_max: 0.236 eV/A


What is the formula in the first record?
C4H15NO2


Which of these has the lowest energy?
C45H54GeInN9O4Te


The highest F_max belongs to which entry?
C4H15NO2